No. 1
The ion C3H7NO2 with charge +1 at a distorted geometry. Source: the OMol25 dataset; level of theory: the ωB97M-V functional and the def2-TZVPD basis.

Output
Net charge: +1
Spin multiplicity: 2
E in eV: -8799.893
HOMO level (alpha / beta) in eV: -16.3 / -16.1
Frontier orbital gap (alpha / beta) in eV: 11.76 / 6.61

XYZ file:
```
13
Properties=species:S:1:pos:R:3:forces:R:3
O -1.345325 -0.118544 1.558920 -0.567 -0.785 0.340
C -0.654695 0.393890 0.698294 1.032 0.875 -1.420
N -0.491702 -0.350416 -0.463763 -0.754 0.630 0.653
C 0.650412 -0.314560 -1.374188 0.218 0.162 0.240
O 1.498536 -1.378863 -1.165709 -0.021 -0.573 0.305
C -0.014578 1.727192 0.866149 0.090 1.221 0.071
H -1.178910 -1.076204 -0.634492 -0.055 -0.396 0.347
H 1.129630 0.648816 -1.274095 0.171 0.321 0.065
H 0.214374 -0.393717 -2.371196 0.096 -0.094 -0.079
H 1.742193 -1.497963 -0.227860 0.008 0.262 -0.546
H -0.230519 2.164795 1.838785 -0.049 -0.432 0.189
H -0.384538 2.485037 0.163158 -0.413 -0.537 -0.246
H 1.058380 1.797550 0.713196 0.245 -0.655 0.079
```
Positions in Å, forces in eV/Å.

Atom-resolved charges from Löwdin, all expressed in e:
1. O 0.3161
2. C -0.3776
3. N 0.2283
4. C -0.2094
5. O 0.0369
6. C 0.0457
7. H 0.1878
8. H 0.1317
9. H 0.1658
10. H 0.1311
11. H 0.1119
12. H 0.1254
13. H 0.1064



No. 2
A cluster of 2 separate species, C4H12 in total at a distorted geometry. Source: the OMol25 dataset; level of theory: the ωB97M-V functional and the def2-TZVPD basis.

Output
Net charge: 0
SMILES string: CC.CC
E in eV: -4341.996
HOMO level in eV: -11.4
Frontier orbital gap in eV: 12.55

XYZ file:
```
16
Properties=species:S:1:pos:R:3:forces:R:3
C -1.881659 -0.404962 0.794384 0.141 -0.597 0.384
C -1.099053 -1.647865 1.201035 0.163 -0.752 -0.656
H -2.243757 0.176425 1.641311 0.623 0.405 0.032
H -1.240157 0.129330 0.092895 -0.590 0.511 0.016
H -2.818361 -0.746739 0.351998 0.171 0.126 -0.523
H -0.031037 -1.584416 1.379390 0.172 0.925 0.472
H -1.535004 -2.156846 2.054021 -0.140 -0.288 -0.067
H -1.058069 -2.296180 0.314334 -0.517 -0.319 0.330
C 1.820566 0.406110 -0.830151 0.646 0.760 -0.511
C 1.095212 1.727092 -1.218842 -0.136 -1.405 1.917
H 2.060758 0.500362 0.224734 0.034 -0.432 0.166
H 1.337971 -0.541582 -1.044091 -0.394 0.074 0.095
H 2.779587 0.397715 -1.354995 -0.020 -0.294 0.000
H 0.362055 1.609919 -2.008403 0.388 0.397 -0.447
H 1.901507 2.442313 -1.296668 -0.331 0.572 -0.758
H 0.549441 1.989324 -0.300952 -0.209 0.319 -0.450
```
Positions in Å, forces in eV/Å.

Atom-resolved charges from Löwdin, all expressed in e:
1. C -0.1578
2. C -0.1821
3. H 0.0611
4. H 0.0470
5. H 0.0628
6. H 0.0491
7. H 0.0580
8. H 0.0648
9. C -0.1738
10. C -0.1597
11. H 0.0573
12. H 0.0516
13. H 0.0536
14. H 0.0592
15. H 0.0569
16. H 0.0521



No. 3
An isolated molecule of C27H32N2O7S. Source: the OMol25 dataset; level of theory: the ωB97M-V functional and the def2-TZVPD basis.

Output
Net charge: 0
SMILES string: CCOc1ccc(N2C(=O)[C@@H]3[C@@H](c4ccc(OC)cc4OC)N[C@](CCSC)(C(=O)OC)[C@@H]3C2=O)cc1
E in eV: -56667.072
HOMO level in eV: -8.3
Frontier orbital gap in eV: 8.97

XYZ file:
```
69
Properties=species:S:1:pos:R:3:forces:R:3
C 2.532262 1.582186 8.861317 -0.058 -0.064 -0.449
C 2.757618 1.397785 7.368835 0.288 0.054 0.238
O 1.491277 1.221289 6.763437 -0.185 -0.008 0.020
C 1.420065 1.036215 5.421338 -0.123 -0.047 -0.271
C 0.134782 0.874571 4.897752 0.167 0.012 0.186
C -0.055870 0.671428 3.549568 0.116 -0.038 -0.038
C 1.039209 0.636029 2.693043 0.148 0.054 0.242
N 0.853168 0.411404 1.304444 0.235 0.250 0.412
C -0.158698 1.001564 0.561729 0.042 0.065 -0.359
O -0.948862 1.801763 0.986268 -0.165 0.073 0.037
C -0.072387 0.461437 -0.846888 -0.109 -0.092 -0.035
C -1.334153 -0.333703 -1.256308 -0.276 0.299 0.049
C -2.255876 0.414166 -2.180931 0.035 -0.123 0.180
C -3.563178 0.660452 -1.808397 0.311 -0.028 -0.152
C -4.450361 1.343115 -2.624503 -0.355 0.232 -0.251
C -4.016332 1.792239 -3.862703 0.065 -0.110 0.189
O -4.778646 2.469635 -4.764339 0.350 -0.109 -0.017
C -6.112434 2.763683 -4.425380 -0.218 0.041 0.065
C -2.699705 1.554542 -4.258663 0.153 0.046 -0.188
C -1.816212 0.878162 -3.434702 -0.385 0.061 0.050
O -0.519475 0.635537 -3.757501 -0.136 -0.008 0.252
C -0.018809 1.118594 -4.982189 0.124 0.134 -0.233
N -0.778279 -1.512722 -1.902354 -0.062 -0.161 0.073
C 0.455812 -1.905286 -1.238948 0.289 -0.408 0.045
C 1.350284 -2.717601 -2.184224 -0.186 0.039 0.050
C 1.547181 -2.054962 -3.539411 0.507 0.220 0.058
S 2.931728 -0.869260 -3.623619 0.076 -0.090 -0.222
C 4.342037 -2.001780 -3.484189 -0.480 0.219 0.027
C 0.103956 -2.793985 -0.035590 0.056 -0.398 -0.302
O 0.175968 -3.995305 -0.036868 0.043 0.087 0.108
O -0.414906 -2.081905 0.971412 -0.139 0.263 -0.133
C -0.783675 -2.790444 2.149019 -0.067 -0.366 0.263
C 1.066380 -0.549769 -0.820290 -0.088 0.031 -0.027
C 1.585902 -0.529002 0.598694 0.045 0.072 -0.350
O 2.474222 -1.201198 1.053719 0.115 -0.142 -0.002
C 2.317281 0.802516 3.201694 -0.248 0.005 -0.150
C 2.510744 0.997145 4.558195 0.055 0.057 0.342
H 2.035040 0.707736 9.271852 -0.022 -0.076 0.080
H 1.904142 2.451190 9.036506 -0.035 0.090 0.058
H 3.484482 1.721577 9.364951 0.089 0.016 0.072
H 3.388913 0.517108 7.186159 -0.058 0.117 -0.053
H 3.256402 2.282007 6.948371 -0.039 -0.134 -0.020
H -0.702055 0.909439 5.576900 -0.108 0.009 0.075
H -1.051526 0.552464 3.154593 -0.094 0.006 -0.032
H 0.098923 1.276350 -1.548878 0.023 0.002 0.131
H -1.899962 -0.588602 -0.343257 0.087 0.110 -0.199
H -3.904369 0.316999 -0.842926 0.006 -0.053 0.118
H -5.457769 1.513371 -2.282719 -0.113 0.039 -0.007
H -6.697199 1.851832 -4.267301 0.028 0.036 0.009
H -6.519322 3.308912 -5.275568 -0.014 -0.036 0.085
H -6.169971 3.392216 -3.531161 0.002 -0.036 -0.026
H -2.405173 1.923383 -5.226859 0.080 0.034 -0.119
H -0.110249 2.206711 -5.051835 -0.013 -0.033 -0.002
H 1.035414 0.843650 -4.993287 -0.065 0.034 -0.083
H -0.526571 0.656264 -5.834285 0.001 0.017 0.040
H -1.445170 -2.270005 -1.993140 -0.003 0.004 0.001
H 0.874034 -3.688830 -2.335486 0.056 0.011 0.060
H 2.300736 -2.899695 -1.680072 0.004 -0.115 -0.006
H 0.659539 -1.476956 -3.791589 -0.030 -0.070 -0.117
H 1.735660 -2.799676 -4.312465 -0.119 -0.013 -0.021
H 5.235689 -1.406400 -3.637593 0.110 -0.006 -0.004
H 4.364476 -2.450507 -2.495429 0.115 -0.088 0.031
H 4.265391 -2.765834 -4.252802 0.101 -0.086 -0.038
H -1.136445 -3.790239 1.890150 0.004 0.133 0.079
H 0.083792 -2.868755 2.806692 -0.047 0.006 -0.027
H -1.568013 -2.211421 2.631060 0.050 -0.006 -0.019
H 1.874368 -0.293978 -1.509169 -0.060 -0.032 0.211
H 3.167985 0.771206 2.539977 0.055 -0.012 -0.050
H 3.516786 1.119949 4.926142 0.072 0.009 0.065
```
Positions in Å, forces in eV/Å.

Atom-resolved charges from Löwdin, all expressed in e:
1. C -0.0657
2. C -0.2645
3. O -0.0501
4. C -0.2678
5. C 0.0102
6. C -0.0022
7. C -0.1813
8. N 0.1104
9. C -0.3541
10. O 0.1328
11. C -0.0686
12. C -0.2051
13. C -0.1013
14. C -0.0164
15. C -0.0243
16. C -0.2712
17. O -0.0800
18. C -0.0895
19. C 0.0664
20. C -0.2097
21. O -0.1075
22. C -0.0682
23. N 0.0947
24. C -0.3186
25. C -0.1550
26. C -0.4434
27. S 0.8167
28. C -0.3886
29. C -0.4200
30. O 0.1345
31. O -0.0458
32. C -0.0116
33. C -0.0728
34. C -0.3660
35. O 0.1368
36. C 0.0060
37. C -0.0053
38. H 0.0773
39. H 0.0775
40. H 0.0754
41. H 0.1257
42. H 0.1257
43. H 0.1192
44. H 0.1155
45. H 0.1636
46. H 0.1476
47. H 0.1179
48. H 0.1007
49. H 0.0951
50. H 0.0923
51. H 0.0960
52. H 0.1161
53. H 0.1013
54. H 0.0607
55. H 0.1028
56. H 0.1549
57. H 0.1227
58. H 0.1182
59. H 0.0544
60. H 0.0777
61. H 0.0275
62. H 0.0291
63. H 0.0354
64. H 0.0942
65. H 0.1076
66. H 0.0942
67. H 0.0963
68. H 0.1195
69. H 0.1043



No. 4
A cluster of 4 separate species, CH12N2O3 in total at a distorted geometry. Source: the OMol25 dataset; level of theory: the ωB97M-V functional and the def2-TZVPD basis.

Output
Net charge: 0
SMILES string: NCN.O.O.O
E in eV: -10354.062
HOMO level in eV: -9.2
Frontier orbital gap in eV: 9.92

XYZ file:
```
18
Properties=species:S:1:pos:R:3:forces:R:3
N 1.490224 0.844087 1.971585 0.805 -0.409 0.433
C 1.382160 2.086539 1.262949 -1.271 0.171 0.072
N 1.415572 1.926970 -0.170416 0.490 0.106 -0.904
H 0.639387 0.425931 2.300837 -0.246 -0.001 -0.243
H 2.073310 0.171621 1.484071 -0.234 0.105 -0.017
H 0.475204 2.597353 1.613982 -0.097 -0.178 0.099
H 2.172691 2.755780 1.545439 0.719 0.234 -0.042
H 1.585407 2.797871 -0.659031 0.137 -0.001 0.179
H 0.609549 1.511333 -0.617685 -0.209 -0.131 0.488
O -3.389472 -0.320551 -4.682373 0.129 0.074 -0.108
H -2.526148 -0.177747 -5.089972 -0.192 -0.108 0.082
H -3.544296 -1.269910 -4.722928 0.061 0.043 0.066
O -3.814060 -3.810660 -2.565997 0.051 -0.488 -0.066
H -3.908058 -4.397173 -1.804451 -0.026 0.264 0.032
H -3.643538 -4.436326 -3.282096 -0.018 0.216 -0.003
O 2.808689 -0.584037 4.569424 0.366 0.366 -0.007
H 3.520911 -0.122406 5.031633 -0.137 -0.265 0.084
H 2.652464 0.001323 3.815035 -0.329 0.000 -0.146
```
Positions in Å, forces in eV/Å.

Atom-resolved charges from Löwdin, all expressed in e:
1. N -0.0049
2. C -0.3943
3. N -0.0108
4. H 0.0686
5. H 0.0779
6. H 0.1075
7. H 0.0949
8. H 0.0608
9. H 0.0634
10. O -0.0626
11. H 0.0332
12. H 0.0259
13. O -0.0646
14. H 0.0355
15. H 0.0326
16. O -0.0810
17. H 0.0318
18. H -0.0139



What is the net charge in the third record? 0



What is the E in the third record? -56667.072 eV



What is the E in the fourth record? -10354.062 eV



The highest E belongs to which entry? C4H12